# 1
Molecular formula: C5H12N2
Method: DFT, wB97M-V/def2-TZVPD

Each line ends with the Löwdin charge.
Cartesian coordinates (Å):
C 2.2878 -0.1860 1.1237  -0.10
C 2.0699 -0.2055 -0.4704  -0.30
C 1.0361 0.6921 -0.8750  -0.09
C -0.3079 0.0122 -0.8094  -0.21
N -3.4219 -0.7071 -0.0893  0.07
C -2.4343 0.3768 0.3399  -0.34
N -1.0663 0.4141 0.5008  0.01
H 3.1010 -0.8445 1.4541  0.06
H 2.3522 0.8933 1.4727  0.08
H -0.6057 1.2589 0.8520  0.12
H 1.7376 -1.2235 -0.5848  0.09
H 1.3287 -0.7034 1.4563  0.07
H 3.0907 -0.0786 -0.7205  0.09
H 1.1559 1.3583 -1.7363  0.09
H -1.0346 0.1578 -1.5881  0.10
H -0.2073 -1.0331 -0.7295  0.08
H -3.0512 1.0159 0.9173  0.11
H -3.2955 -1.6110 0.2101  -0.03
H -2.7354 0.4132 -0.7235  0.10

Forces on atoms 1 to 6 (eV/Å):
-2.4 0.0 0.0
1.8 -0.5 3.4
-3.3 -0.6 -2.2
1.4 1.2 0.9
0.3 3.7 0.6
-1.3 -1.3 0.3

Summary:
E_LUMO = -2.3 eV
Energy above the lowest of the compared OMol25 structures with the same formula, charge and spin = 899.95 kJ/mol
HOMO-LUMO gap = 4.23 eV
Total charge = 0


# 2
Molecular formula: C2H13NO4
Method: DFT, wB97M-V/def2-TZVPD

Each line ends with the Löwdin charge.
Cartesian coordinates (Å):
C 0.3108 1.0988 1.6234  -0.04
C -0.1140 1.5888 0.4604  -0.27
N 0.5858 1.5025 -0.7602  0.03
H 1.0804 0.3646 1.8223  0.06
H -0.2018 1.4700 2.5077  0.06
H -1.1070 2.0009 0.3212  0.11
H 1.5479 1.1821 -0.6748  0.08
H 0.6869 2.4382 -1.1411  0.10
O 2.6358 -0.9861 -0.1433  -0.07
H 3.0863 -1.8019 0.1112  0.05
H 2.1290 -1.3068 -0.9101  0.01
O -2.7966 0.0819 -0.7367  -0.08
H -3.2564 -0.5538 -1.2933  0.03
H -2.1759 -0.3723 -0.1446  -0.03
O -1.2346 -1.3470 1.0692  -0.06
H -0.8398 -0.7088 1.6796  0.01
H -0.4614 -1.8997 0.8873  0.06
O 0.3467 -1.1185 -1.7051  -0.08
H -0.5746 -1.1921 -1.9685  0.04
H 0.3525 -0.4406 -1.0047  -0.01

Forces on atoms 1 to 6 (eV/Å):
-0.8 0.4 1.0
1.0 -0.3 -0.4
0.4 0.4 0.1
0.7 0.5 -0.5
-0.4 -0.5 -0.1
0.2 0.6 0.4

Summary:
E_LUMO = 0.6 eV
SMILES = C=CN.O.O.O.O
Energy above the lowest of the compared OMol25 structures with the same formula, charge and spin = 118.43 kJ/mol
HOMO-LUMO gap = 9.41 eV
Total charge = 0


# 3
Molecular formula: C4H6O2
Method: DFT, wB97M-V/def2-TZVPD

Each line ends with the Löwdin charge.
Cartesian coordinates (Å):
C -1.8806 0.4424 -0.2758  -0.09
O -1.6979 -0.5138 0.5600  -0.11
C 0.4908 -0.2208 0.8491  -0.06
C 1.3419 -0.9660 -0.1590  -0.15
O 1.2291 0.1732 -1.0630  -0.09
C 0.4823 0.8314 -0.0842  -0.19
H -2.3151 1.3912 0.0942  0.10
H -2.0210 0.2039 -1.3473  0.10
H 0.5304 -0.2511 1.9362  0.11
H 2.3899 -1.1398 0.1202  0.13
H 0.9025 -1.8703 -0.6035  0.12
H 0.5478 1.9197 -0.0268  0.13

Forces on atoms 1 to 6 (eV/Å):
-2.6 -4.7 3.4
-2.7 3.5 -3.6
3.5 2.9 -1.3
-0.8 0.0 0.0
-0.2 -0.2 -0.6
2.9 -1.9 2.8

Summary:
E_LUMO (alpha / beta) = -0.5 / -0.4 eV
Energy above the lowest of the compared OMol25 structures with the same formula, charge and spin = 560.35 kJ/mol
HOMO-LUMO gap (alpha / beta) = 7.43 / 7.46 eV
Total charge = 0


Question: Which value of energy above the lowest of the compared OMol25 structures with the same formula, charge and spin does entry 3 give?
Answer: 560.35 kJ/mol